Record 1
# C32H83CaN4O14

A molecular structure, C32H83CaN4O14 in a non-equilibrium geometry (wB97M-V/def2-TZVPD, the OMol25 dataset).

Geometry as XYZ:
```
134
Properties=species:S:1:pos:R:3:forces:R:3
Ca 3.71393 1.41449 -0.95979 -1.36 -1.02 -0.12
C -0.18737 0.54826 0.46188 -0.12 -0.52 0.45
C 1.22014 0.55750 -0.06393 0.39 0.19 -0.24
O 1.44368 0.78108 -1.29001 -0.19 0.11 0.06
O 2.18536 0.43170 0.75076 0.07 0.15 -0.10
H -0.96596 0.37621 -0.27187 0.22 0.19 -0.43
H -0.36101 1.49449 0.98063 -0.04 -0.03 -0.01
H -0.30431 -0.25130 1.19793 0.18 0.11 0.10
C 0.20709 1.36344 3.92915 1.14 -0.37 1.41
O -0.10219 2.52011 3.18327 -0.22 -0.09 -0.28
H -0.44551 1.19207 4.79289 -0.29 0.16 -0.27
H 0.24366 0.44158 3.35870 -0.34 0.29 -0.61
H 1.21851 1.45167 4.36441 -0.13 0.02 -0.15
H -0.06631 3.25408 3.80381 -0.11 0.05 -0.09
C -2.88053 -0.42805 2.99226 -0.81 0.97 0.88
O -4.30634 -0.52024 3.10790 0.54 -0.10 -0.10
H -2.40686 -1.33755 3.35726 -0.23 -0.28 -0.34
H -2.58663 -0.16779 1.97454 0.20 -0.23 -0.04
H -2.52678 0.36346 3.68124 0.08 -0.09 -0.38
H -4.67342 0.32809 2.78917 0.20 -0.12 -0.11
C -0.87110 -0.63326 -3.56508 0.43 -0.29 -0.36
O -0.86865 -0.20152 -4.92463 -0.17 0.18 0.01
H -1.22774 0.12134 -2.85783 0.11 0.09 -0.12
H -1.41890 -1.56686 -3.39803 -0.11 0.11 -0.16
H 0.18735 -0.83698 -3.39651 -0.11 0.05 0.50
H -1.73447 0.10962 -5.20433 -0.07 -0.14 0.18
C 2.10493 -2.54943 2.50222 0.41 -0.19 0.38
O 1.41634 -3.62350 1.91975 0.30 -0.03 0.06
C 0.16152 -3.83395 2.53447 -0.01 0.01 -0.43
C -0.41929 -5.11081 2.01428 -0.87 -0.59 -0.96
N -0.33168 -5.15764 0.53195 0.28 0.49 0.77
C -0.24771 -6.52788 0.03298 0.58 0.08 -0.09
C -0.12587 -6.55207 -1.47090 -1.16 -0.39 -0.56
O 1.16599 -6.12481 -1.84413 -0.30 0.51 0.23
C 1.27529 -6.03208 -3.23460 0.02 -0.16 -0.63
H 2.89958 -2.22542 1.83642 -0.06 -0.03 -0.19
H 2.57964 -2.90205 3.42863 -0.13 0.31 0.10
H 1.45969 -1.68605 2.69715 -0.03 -0.05 0.00
H -0.46193 -2.99023 2.20916 -0.27 -0.01 0.47
H 0.22349 -3.92879 3.62413 0.12 0.42 0.01
H -1.47692 -5.11196 2.30476 0.04 -0.15 0.05
H 0.02614 -6.01282 2.45391 0.27 0.24 0.11
H 0.53438 -4.64860 0.34425 -0.22 -0.40 -0.47
H -1.13968 -7.05133 0.37901 0.02 -0.17 -0.20
H 0.65291 -7.05564 0.40335 -0.33 0.06 0.23
H -0.93441 -5.95166 -1.93569 0.50 0.38 0.21
H -0.34447 -7.54628 -1.90916 0.41 -0.05 0.47
H 0.54184 -5.36221 -3.70770 -0.15 -0.06 0.34
H 1.14697 -7.03089 -3.67476 0.13 0.13 -0.16
H 2.25245 -5.62890 -3.49312 0.01 -0.26 0.15
C 1.70332 7.18545 1.32397 0.06 1.06 -0.49
O 2.02848 5.99174 0.66956 -0.04 -0.03 -0.22
C 2.39372 4.98166 1.57968 -0.25 0.44 -0.23
C 2.51229 3.69353 0.79348 0.42 0.27 1.71
N 3.77224 3.57452 0.03398 -0.40 0.48 -0.62
C 3.83751 4.44521 -1.16532 0.21 -0.02 -0.21
C 2.74853 4.17482 -2.19226 0.49 0.64 -0.37
O 2.80909 2.83675 -2.67250 0.34 0.18 0.38
C 1.83898 2.58848 -3.69145 -0.26 0.16 0.18
H 2.55174 7.60189 1.88216 -0.08 -0.27 0.22
H 0.81924 7.08937 1.95833 0.06 -0.12 0.15
H 1.48858 7.92298 0.54690 -0.14 -0.11 0.06
H 1.60292 4.90095 2.33424 0.07 -0.25 0.11
H 3.31874 5.29977 2.07988 0.11 -0.36 0.12
H 1.59642 3.64729 0.20929 0.28 -0.36 -0.52
H 2.48152 2.88278 1.52671 -0.08 -0.17 -0.22
H 4.56450 3.81475 0.62467 -0.25 -0.01 0.15
H 4.81411 4.27640 -1.64022 -0.12 -0.07 0.02
H 3.80466 5.51072 -0.92766 -0.16 -0.07 0.13
H 2.97587 4.87047 -3.01371 -0.19 -0.14 -0.04
H 1.74774 4.42998 -1.83660 -0.02 -0.19 0.14
H 1.89533 1.54695 -3.97929 0.15 -0.05 -0.10
H 2.03542 3.26134 -4.52755 -0.04 -0.14 -0.12
H 0.83215 2.75603 -3.30208 0.05 0.06 0.02
C 5.15474 0.27468 1.82604 0.24 0.70 0.94
O 5.11376 0.15056 0.42699 -0.06 -0.30 -0.63
C 5.20612 -1.20772 0.00223 0.77 -0.51 -0.88
C 5.14649 -1.34064 -1.51219 -1.06 -0.01 0.38
N 3.86420 -0.79148 -2.03810 0.78 -0.20 -0.24
C 3.72348 -1.02111 -3.48683 -0.15 0.52 -0.51
C 3.59579 -2.45660 -3.95053 -0.30 0.27 0.34
O 4.84218 -3.09000 -3.88646 0.25 -0.18 -0.10
C 4.73857 -4.43773 -4.29743 0.40 -0.17 -0.38
H 4.39141 -0.32448 2.31977 0.04 -0.21 -0.11
H 4.95912 1.31566 2.10108 -0.11 -0.04 -0.26
H 6.15994 0.06489 2.20247 -0.10 -0.34 -0.02
H 4.41526 -1.84428 0.40792 -0.03 0.34 0.41
H 6.19014 -1.60955 0.27547 -0.21 0.00 0.38
H 5.17187 -2.40862 -1.72918 0.51 0.02 -0.03
H 5.97833 -0.83242 -1.99986 0.02 -0.05 -0.08
H 3.08202 -1.26028 -1.57124 0.17 0.17 -0.06
H 4.56005 -0.58076 -4.04665 0.11 0.00 0.42
H 2.85040 -0.45770 -3.83233 -0.11 -0.22 0.15
H 3.23509 -2.45279 -4.98465 -0.20 -0.08 0.01
H 2.87286 -2.98223 -3.30386 -0.09 -0.03 -0.21
H 4.40994 -4.52935 -5.34293 -0.25 0.18 0.17
H 4.05636 -4.98476 -3.64190 0.19 -0.08 -0.05
H 5.73808 -4.86872 -4.28163 -0.04 -0.02 0.32
C -4.04190 2.14608 -2.09178 0.24 -0.22 0.03
O -4.30979 2.30322 -0.71911 -0.35 0.39 -0.35
C -3.20498 2.13117 0.11991 0.29 -0.04 0.14
C -3.56265 2.80128 1.42282 -0.27 0.05 0.25
N -4.80531 2.28521 2.03329 0.06 0.94 0.02
C -5.06694 3.05468 3.27104 0.70 -0.65 -0.06
C -6.47070 2.83083 3.74242 -0.37 -0.13 0.62
O -7.42790 3.38307 2.88211 -0.30 -0.44 -0.28
C -7.46162 4.76806 2.90168 -0.16 1.06 -0.36
H -3.61654 1.15094 -2.26641 -0.01 0.10 -0.22
H -3.35160 2.91439 -2.46938 0.02 -0.07 0.14
H -4.97810 2.24070 -2.63393 -0.09 -0.05 0.05
H -2.29001 2.61291 -0.26804 -0.22 0.09 -0.15
H -2.95636 1.06765 0.21154 -0.21 -0.07 0.18
H -3.68487 3.87151 1.18704 0.10 -0.04 0.11
H -2.75318 2.71808 2.15418 0.05 -0.13 -0.10
H -5.56923 2.55746 1.40795 0.19 -0.46 -0.05
H -4.86239 4.12816 3.14424 -0.02 -0.10 -0.03
H -4.37662 2.68882 4.04061 -0.04 0.08 0.00
H -6.60173 3.24091 4.75423 0.08 0.04 -0.03
H -6.71719 1.77156 3.79224 0.22 -0.13 0.00
H -8.28517 5.08218 2.26245 -0.01 -0.02 -0.02
H -6.54485 5.21729 2.49564 -0.07 0.00 0.07
H -7.64094 5.19526 3.89743 0.08 -0.23 0.08
C -3.87375 -1.49290 -1.27832 -0.16 0.50 0.75
C -3.25935 -2.53546 -0.35987 0.00 -0.45 -0.27
C -4.26114 -2.99592 0.67107 0.08 0.03 0.54
O -2.82341 -3.60555 -1.21057 0.40 -0.31 0.41
H -4.57288 -0.83773 -0.74173 0.22 -0.09 0.17
H -4.48741 -1.98121 -2.03277 0.35 -0.04 -0.31
H -3.09136 -0.84387 -1.66539 -0.08 -0.17 -0.56
H -2.36321 -2.15566 0.15738 -0.19 0.25 -0.04
H -3.86906 -3.80679 1.29207 0.04 -0.07 -0.14
H -5.19073 -3.33040 0.21123 0.00 0.00 -0.07
H -4.46721 -2.16500 1.35170 -0.18 -0.07 -0.04
H -2.23405 -4.17997 -0.67750 -0.22 0.32 -0.30
```
Forces are in eV/Å.

The total charge is +1. For the total energy, the calculation gives -3218.78765 hartree. For the HOMO energy, the calculation gives -10.7 eV. The value obtained for the gap between HOMO and LUMO is 8.23 eV. Its multiplicity is 1. The strongest force on any atom is 1.85 eV/Å.

***

Record 2
# CH6NPS

2 unconnected molecules or ions with the total composition CH6NPS in a non-equilibrium geometry (wB97M-V/def2-TZVPD, the OMol25 dataset).

Geometry as XYZ:
```
10
Properties=species:S:1:pos:R:3:forces:R:3
C -0.76854 1.03482 0.19826 -1.92 0.74 -1.25
N -0.49539 -1.52669 -0.33241 -1.93 -0.16 -1.34
P -0.00357 -0.51326 0.85780 2.44 1.92 -0.67
S 2.60924 0.26980 -0.15833 -3.54 -1.21 -3.35
H -1.88802 0.75183 0.07269 1.43 0.81 0.60
H -0.49664 1.31957 -0.83564 0.34 -0.99 0.19
H -0.62708 2.06694 0.62737 -0.25 -1.57 0.71
H -0.04484 -2.40871 -0.45051 0.18 -0.50 0.22
H -1.35279 -1.44576 -0.93640 1.60 0.34 0.84
H 3.06763 0.45146 0.95717 1.64 0.62 4.07
```
Forces are in eV/Å.

The total charge is 0. For the total energy, the calculation gives -835.93409 hartree. For the HOMO energy, the calculation gives -8.1 eV. The value obtained for the gap between HOMO and LUMO is 7.43 eV. Its multiplicity is 1. The strongest force on any atom is 5.02 eV/Å.

***

Record 3
# C18H27FN3O5

2 unconnected molecules or ions with the total composition C18H27FN3O5 in a non-equilibrium geometry (wB97M-V/def2-TZVPD, the OMol25 dataset).

Geometry as XYZ:
```
54
Properties=species:S:1:pos:R:3:forces:R:3
N 1.46249 2.87689 0.55377 -0.11 0.07 0.06
C 1.44684 1.57150 0.82715 0.17 0.47 0.05
N 2.09489 1.14147 1.93116 0.48 -0.54 -0.84
C 3.48720 1.60683 2.13970 -0.25 0.39 0.37
C 4.39897 1.44463 0.92840 0.07 -0.07 -0.10
O 4.37890 2.68514 0.20924 0.17 0.04 0.26
C 4.43030 2.62750 -1.13840 -0.69 -1.14 0.27
O 3.95972 3.47503 -1.81154 0.05 0.84 -0.49
C 1.77170 -0.17810 2.51974 -0.08 0.05 0.30
C 0.72107 -0.92931 1.72213 0.00 -0.01 0.05
C 1.03064 -0.69206 0.25643 0.24 -0.09 -0.15
C 0.30164 -1.60837 -0.71420 -0.15 -0.05 -0.01
C 0.92885 -3.01306 -0.75364 0.02 -0.03 0.08
C 1.70832 -3.32037 -2.02419 0.14 0.14 -0.02
F 0.90088 -4.00087 -2.92196 -0.11 0.00 -0.08
N 0.79285 0.75178 -0.01011 -0.52 -0.30 0.53
C -0.59060 1.16283 -0.38492 -0.08 0.03 -0.15
C -0.86628 1.40902 -1.87186 0.16 0.02 -0.11
O -1.57600 0.32641 -2.45990 0.19 0.05 0.10
H 1.22640 3.21553 -0.36566 0.12 -0.03 0.03
H 1.85540 3.53420 1.20661 0.01 -0.02 -0.07
H 3.87895 1.06026 2.99646 -0.07 -0.01 -0.08
H 3.48578 2.66207 2.42262 0.11 -0.08 0.06
H 5.41580 1.20174 1.24374 -0.02 0.14 0.00
H 4.03981 0.64106 0.27501 0.06 -0.04 0.13
H 4.78972 1.65991 -1.52988 0.32 0.14 0.03
H 1.43373 -0.01042 3.54530 0.08 0.01 -0.03
H 2.69763 -0.75814 2.57376 -0.08 0.01 -0.12
H -0.29228 -0.57921 1.94159 0.04 -0.07 -0.02
H 0.76880 -1.98936 1.97846 -0.05 0.06 0.00
H 2.11107 -0.85009 0.11970 -0.10 0.08 -0.11
H -0.75096 -1.67688 -0.43367 0.03 0.08 -0.05
H 0.33898 -1.16748 -1.71261 -0.04 -0.05 0.04
H 1.59446 -3.16812 0.10294 -0.09 0.04 -0.01
H 0.14462 -3.76938 -0.67341 0.12 0.00 0.03
H 2.58497 -3.94046 -1.82925 -0.09 -0.06 -0.01
H 2.03114 -2.40523 -2.53361 0.08 -0.03 0.10
H -1.26944 0.38750 -0.02268 -0.01 0.03 -0.02
H -0.81772 2.07025 0.17739 0.05 -0.06 -0.05
H 0.07096 1.60391 -2.40474 -0.04 0.01 0.07
H -1.48086 2.31144 -1.95960 0.00 -0.08 -0.01
H -1.10033 0.00022 -3.22966 -0.11 0.05 -0.01
C -5.08445 -1.69382 1.01699 0.00 -0.01 0.00
C -6.32648 -1.46954 0.59633 -0.01 0.00 0.00
C -6.63713 -0.37160 -0.35990 0.02 0.00 0.00
O -7.76700 -0.16887 -0.73644 -0.01 0.00 0.00
C -5.50334 0.46797 -0.83459 -0.01 -0.07 0.04
C -4.26532 0.23806 -0.40986 -0.01 -0.04 0.07
C -3.96369 -0.85295 0.54629 0.06 0.04 -0.01
O -2.82068 -1.04189 0.93168 -0.02 0.02 -0.01
H -4.83516 -2.48469 1.71280 0.01 0.00 0.00
H -7.16976 -2.06461 0.92270 -0.01 0.01 -0.01
H -5.75117 1.25415 -1.53588 -0.01 0.00 0.01
H -3.41481 0.81754 -0.73589 -0.03 0.05 -0.10
```
Forces are in eV/Å.

The total charge is +1. For the total energy, the calculation gives -1342.15863 hartree. For the HOMO energy, the calculation gives -12.4 eV. The value obtained for the gap between HOMO and LUMO is 8.75 eV. Its multiplicity is 1. The strongest force on any atom is 1.36 eV/Å.

***

Record 4
# C7H13IN2

C7H13IN2 in the gas phase in a non-equilibrium geometry (wB97M-V/def2-TZVPD, the OMol25 dataset).

Geometry as XYZ:
```
23
Properties=species:S:1:pos:R:3:forces:R:3
C 1.39468 -0.37203 -0.93191 2.06 0.12 -2.63
C 2.02036 0.77864 -1.32288 -0.05 -2.97 1.43
C 0.52341 -0.12608 0.23855 -1.07 -0.87 -0.20
C 0.69953 -1.13619 1.39288 -2.75 0.47 -0.90
C -1.53599 -1.14099 -1.05501 2.58 1.00 -2.75
C -1.93959 0.40033 0.84072 -0.23 0.19 1.46
C -0.92862 0.04734 -0.25546 -1.32 -1.64 -0.63
N 0.96316 1.17674 0.71915 2.45 0.52 -1.56
N 1.65925 1.84299 -0.49855 -1.31 0.23 1.26
I 3.07899 3.14754 0.20753 0.21 -0.18 -0.13
H 1.58220 -1.30153 -1.59402 -0.78 1.43 1.69
H 2.85889 0.65049 -2.01923 -0.54 1.29 0.08
H 1.63631 -0.86729 1.79726 1.12 -0.61 0.66
H 0.46719 -2.18574 1.08455 0.74 0.80 0.31
H -0.11272 -0.82226 2.08416 0.76 -0.50 0.17
H -1.01494 -1.37983 -2.08808 -0.08 0.23 2.31
H -2.44215 -0.86963 -1.50549 -1.86 0.64 0.09
H -1.66367 -2.00419 -0.49506 -0.16 -1.77 1.02
H -2.12769 -0.49931 1.63533 -0.03 2.12 -2.27
H -2.84892 0.85575 0.31785 0.83 -1.12 1.12
H -1.52500 1.24051 1.46860 -0.57 -0.73 -0.37
H -0.93026 0.82063 -1.01345 0.29 0.71 0.15
H 0.18558 1.74413 0.99255 -0.30 0.63 -0.32
```
Forces are in eV/Å.

The total charge is 0. For the total energy, the calculation gives -681.59618 hartree. For the HOMO energy, the calculation gives -7.8 eV. As for the SMILES: CC(C)[C@@]1(C)C=CN(I)N1. The value obtained for the gap between HOMO and LUMO is 7.65 eV. Its multiplicity is 1. The strongest force on any atom is 3.90 eV/Å.